Molecular formula: C6H11Br2P
Method: DFT, ωB97M-V with the def2-TZVPD basis set

Positions of all 20 atoms, in Å:
C (1.531, 0.444, 0.307)
C (-0.668, 1.608, 0.746)
C (-0.550, -0.851, 0.305)
C (0.152, 0.856, -1.485)
C (2.505, -1.879, 1.426)
C (0.196, 0.525, 0.045)
P (3.064, 0.841, 0.611)
Br (3.723, -2.442, 0.103)
Br (3.191, 2.781, -0.536)
H (-0.297, 2.643, 0.954)
H (-1.693, 1.626, 0.246)
H (-0.788, 1.299, 1.896)
H (-0.422, -1.264, 1.296)
H (0.071, -1.576, -0.368)
H (-1.558, -0.889, 0.014)
H (1.008, 0.422, -1.990)
H (0.364, 1.972, -1.543)
H (-0.827, 0.626, -1.896)
H (1.667, -2.613, 1.388)
H (2.852, -1.568, 2.456)

The net charge is 0. The calculation puts the LUMO energy (spin up / spin down) at -0.59 / -0.87 eV. As for the energy relative to the best compared isomer or geometry (same formula, charge and spin): 3.486 eV. For the orbital gap (spin up / spin down), the calculation gives 7.701 / 7.904 eV. For the total energy, the calculation gives -155769.514 eV.